No. 1
C22H52N2O6Pd | the ωB97M-V functional and the def2-TZVPD basis

Values from the calculation:
Calculated total energy, Ha: -1558.02235
Frontier orbital gap (alpha / beta), eV: 5.49 / 5.20
Energy relative to the best compared isomer or geometry (same formula, charge and spin), kcal per mole: 0.0
LUMO (alpha / beta), eV: 0.49 / 0.37
2S+1: 3

CARTESIAN COORDINATES (ANGSTROEM)
Pd (0.23, -0.18, 0.19)
O (-0.34, -0.15, 2.50)
O (1.85, 1.18, 1.13)
O (-1.32, -1.68, -0.40)
O (1.04, 0.07, -1.96)
O (1.70, -1.88, 0.46)
O (-1.45, 1.40, -0.14)
N (-1.07, -0.75, 3.39)
N (1.48, 0.78, -3.09)
C (3.19, 2.19, -4.12)
C (-0.41, -0.09, -4.29)
C (0.44, 1.14, -3.99)
C (3.71, 0.85, -2.13)
C (2.79, -2.19, -0.43)
C (2.61, 1.63, -2.82)
C (1.06, 1.56, -5.31)
C (-0.64, -2.10, 3.75)
C (2.17, 2.60, -5.17)
C (-3.14, -0.81, 4.69)
C (-2.48, -0.35, 3.38)
C (-0.50, 2.28, -3.52)
C (-0.81, -3.12, 2.63)
C (-2.90, -2.29, 4.99)
C (-1.40, -2.54, 5.01)
C (-0.98, -2.52, -1.51)
C (0.84, -2.04, 4.11)
C (1.62, 2.36, 1.88)
C (-2.57, 1.17, 3.34)
C (2.25, 2.82, -1.89)
C (-2.54, 1.23, -1.04)
C (-3.25, -0.92, 2.19)
H (-2.03, 1.61, 2.50)
H (3.98, -0.06, -2.67)
H (-2.75, -0.62, 1.26)
H (2.21, 2.34, 2.80)
H (3.41, 0.60, -1.12)
H (1.98, 2.45, -0.90)
H (3.92, 1.49, -4.54)
H (0.57, 2.40, 2.17)
H (-2.28, -1.75, -0.28)
H (-1.84, -3.37, 2.38)
H (0.22, -0.88, -4.71)
H (0.02, -2.24, -1.84)
H (1.49, 0.69, -5.81)
H (-3.43, -2.92, 4.27)
H (3.08, 3.52, -1.76)
H (-0.84, -0.48, -3.37)
H (1.45, -1.85, 3.23)
H (-3.38, -2.00, 2.20)
H (-2.96, 2.19, -1.34)
H (-0.29, -2.80, 1.73)
H (0.30, 1.97, -5.99)
H (1.14, -3.00, 4.53)
H (2.80, 1.06, 1.01)
H (1.85, 3.25, 1.29)
H (-1.46, 2.30, 0.20)
H (-1.19, 0.16, -5.01)
H (4.61, 1.48, -2.08)
H (-0.33, -4.06, 2.93)
H (-2.13, 1.58, 4.26)
H (1.39, 3.37, -2.26)
H (-1.49, 2.18, -3.98)
H (-4.23, -0.45, 2.10)
H (-1.20, -3.59, 5.23)
H (-2.17, 0.71, -1.92)
H (3.80, 3.08, -3.91)
H (-3.37, 0.71, -0.56)
H (-0.13, 3.26, -3.84)
H (-3.61, 1.50, 3.32)
H (-1.61, -2.33, -2.38)
H (2.65, -3.18, -0.86)
H (2.78, -1.47, -1.24)
H (-3.33, -2.49, 5.97)
H (1.49, -2.69, 0.94)
H (-2.72, -0.24, 5.52)
H (1.76, 3.59, -4.95)
H (-4.21, -0.60, 4.61)
H (-1.01, -1.97, 5.85)
H (3.75, -2.16, 0.10)
H (1.08, -1.28, 4.86)
H (2.69, 2.67, -6.14)
H (-0.59, 2.29, -2.43)
H (-1.02, -3.58, -1.24)


No. 2
C14H16O | the ωB97M-V functional and the def2-TZVPD basis

Values from the calculation:
Calculated total energy, Ha: -617.98641
Frontier orbital gap (alpha / beta), eV: 7.23 / 3.70
Energy relative to the best compared isomer or geometry (same formula, charge and spin), kcal per mole: 31.0
LUMO (alpha / beta), eV: -3.95 / -7.49
2S+1: 2
Total charge: +1

CARTESIAN COORDINATES (ANGSTROEM)
O (-0.94, -3.16, 0.28)
C (0.70, 3.91, 1.69)
C (0.53, 2.54, 2.35)
C (-0.41, 0.09, 3.37)
C (-0.62, -2.53, -0.81)
C (-0.11, 0.23, 2.04)
C (0.15, -1.35, -3.18)
C (-1.22, -1.64, -2.98)
C (0.16, 2.42, 3.69)
C (-0.30, 1.24, 4.18)
C (-1.59, -2.33, -1.84)
C (1.16, -1.77, -2.27)
C (0.72, -2.20, -1.05)
C (0.55, -0.79, -4.49)
C (0.43, 1.43, 1.51)
H (-0.13, -0.56, 1.29)
H (0.77, 1.42, 0.49)
H (-0.76, 1.14, 5.16)
H (-2.62, -2.44, -1.50)
H (-1.99, -1.38, -3.68)
H (-0.71, -0.79, 3.91)
H (2.20, -1.90, -2.53)
H (1.39, -1.31, -4.95)
H (1.44, -2.56, -0.32)
H (-1.85, -3.34, 0.42)
H (-0.22, -0.60, -5.23)
H (1.01, 0.21, -4.37)
H (0.18, 3.34, 4.26)
H (1.36, 3.87, 0.82)
H (1.05, 4.68, 2.37)
H (-0.32, 4.11, 1.37)


No. 3
C9H14 | the ωB97M-V functional and the def2-TZVPD basis

Values from the calculation:
Calculated total energy, Ha: -351.31415
Frontier orbital gap, eV: 10.07
Energy relative to the best compared isomer or geometry (same formula, charge and spin), kcal per mole: 10.1
LUMO, eV: 1.03
SMILES: Cc1ccccc1.CC

CARTESIAN COORDINATES (ANGSTROEM)
C (1.05, 0.17, -0.94)
C (2.33, -1.76, -1.58)
C (0.88, 1.66, -0.78)
C (0.03, -2.04, -0.96)
C (1.20, -2.58, -1.44)
C (2.27, -0.40, -1.30)
C (-2.79, 0.99, 1.79)
C (-0.03, -0.67, -0.71)
C (-1.32, 1.00, 2.20)
H (3.23, -2.26, -1.90)
H (1.32, -3.62, -1.68)
H (-2.86, 1.61, 0.89)
H (1.50, 2.19, -1.51)
H (-0.59, 0.83, 1.43)
H (-1.05, 1.87, 2.81)
H (-3.38, 1.54, 2.53)
H (-1.07, 0.19, 2.91)
H (-0.95, -0.21, -0.40)
H (-3.18, 0.00, 1.56)
H (3.17, 0.13, -1.57)
H (1.21, 2.02, 0.19)
H (-0.16, 1.95, -0.94)
H (-0.81, -2.63, -0.62)


Question: Number 3 is which compound?
Answer: C9H14


Question: Which formula does entry 3 have?
Answer: C9H14